Record 1
This record from OMol25 describes a cluster of 17 separate species, C34H61Cl20N7 in total at a distorted geometry. The level of theory is ωB97M-V with the def2-TZVPD basis set.

Each line ends with the Löwdin charge.
CARTESIAN COORDINATES (ANGSTROEM)
1 Cl -5.96704 -1.54140 3.38038  0.66
2 Cl 7.91463 3.79707 0.35000  0.55
3 Cl 2.82448 5.14930 -5.62255  0.55
4 Cl -5.57458 4.22988 -3.17618  0.54
5 Cl -3.78824 6.79790 1.68695  0.58
6 Cl 3.00856 -0.36273 1.24287  0.54
7 Cl -5.65778 2.09486 -0.45192  0.56
8 Cl -2.84907 5.46638 -1.01703  0.54
9 Cl -3.88556 -3.70816 -4.83423  0.50
10 Cl -1.55802 -3.04475 -2.62278  0.55
11 Cl 5.32380 0.73962 3.41846  0.58
12 Cl -4.69052 2.10608 2.91389  0.51
13 Cl 3.42755 -0.06625 -5.40278  0.56
14 Cl 2.11286 -3.41666 3.54490  0.60
15 Cl 6.77131 0.97032 -0.78840  0.55
16 Cl -3.82668 -1.71412 0.69814  0.59
17 Cl -1.76443 1.17429 1.95723  0.54
18 Cl 0.54053 1.69145 -6.89253  0.56
19 Cl -0.56368 -4.36987 5.45322  0.60
20 Cl 3.90914 -1.82466 -2.70574  0.47
21 N 5.60889 -5.80371 0.78025  0.11
22 N -1.16844 1.05087 -2.03926  0.15
23 N -0.09983 1.49583 6.79692  0.11
24 N -3.35800 -7.31577 1.75895  0.14
25 N 0.75330 4.80515 3.58233  0.14
26 N 0.30589 -6.08112 0.76614  0.15
27 N 2.57200 1.79781 -1.14968  0.15
28 C 4.61958 -5.37496 0.43073  -0.27
29 C -3.40810 -6.14616 1.82938  -0.25
30 C -3.99416 6.79660 -0.96667  -0.68
31 C 5.73037 2.37629 -0.20621  -0.59
32 C 1.41085 4.19685 -6.18503  -0.63
33 C 6.43618 3.07986 1.01200  -0.66
34 C 2.22631 3.08716 2.26561  -0.08
35 C -5.64516 -1.78041 0.74981  -0.59
36 C 0.13666 -0.61794 -0.48809  -0.12
37 C -3.58726 -4.71727 1.92674  -0.10
38 C -4.87040 6.72571 0.30390  -0.65
39 C -0.11997 -7.17862 0.65059  -0.23
40 C 2.09337 2.71079 -1.70618  -0.21
41 C -3.62632 -2.06174 -4.12315  -0.60
42 C 0.68144 1.00865 6.04787  -0.26
43 C -6.25424 -0.94486 1.85697  -0.79
44 C 5.18683 -0.98570 2.98435  -0.61
45 C -5.66033 2.43924 -3.06188  -0.64
46 C -4.70491 1.92513 -1.95118  -0.61
47 C 1.64345 0.37545 5.11053  -0.07
48 C 4.60244 -1.23044 1.58249  -0.56
49 C 1.50209 3.85793 -2.45687  -0.04
50 C 1.43830 -4.99856 3.84524  -0.68
51 C -3.10232 -2.15190 -2.63559  -0.66
52 C -0.06671 -4.87519 3.86815  -0.74
53 C -1.95642 2.83516 2.59149  -0.62
54 C 5.27447 -0.78564 -3.46434  -0.53
55 C -0.63165 -8.54547 0.39415  -0.07
56 C 1.43052 4.04775 3.01182  -0.28
57 C 4.51754 0.40428 -4.05887  -0.66
58 C -0.59556 0.31196 -1.39138  -0.29
59 C -3.40980 3.35394 2.48242  -0.58
60 C 1.81618 2.66788 -6.15758  -0.72
61 C 3.27000 -4.88343 -0.02360  -0.07
62 H -4.51720 -4.24484 1.61031  0.05
63 H -0.93492 -9.05541 1.30853  0.08
64 H 3.82266 0.88649 -3.37132  0.02
65 H -7.32163 -0.75075 1.75165  0.09
66 H 4.40600 -2.28424 1.38496  0.05
67 H -6.07445 -1.53164 -0.22072  0.07
68 H 3.29236 -4.17083 -0.84810  0.05
69 H -3.41244 -4.47017 2.97387  0.09
70 H 5.80108 3.89238 1.36494  0.06
71 H 0.08886 -9.08980 -0.21632  0.08
72 H 2.84584 2.54146 2.97730  0.05
73 H -5.70677 -0.01183 1.99047  -0.04
74 H -1.56185 -8.41510 -0.15886  0.07
75 H -4.56965 -1.52522 -4.22496  0.06
76 H 1.52512 4.83803 -1.98046  0.09
77 H 5.82673 -0.48017 -2.57564  -0.03
78 H 6.12025 -1.52650 3.14046  0.09
79 H -6.04725 -2.78542 0.87777  0.06
80 H -5.55214 5.87811 0.37406  0.07
81 H -3.75736 -2.59526 -1.88562  0.02
82 H -4.38193 0.90446 -2.15614  0.06
83 H 0.96737 -1.14586 -0.95641  0.06
84 H 5.33648 -0.94535 0.82883  0.03
85 H 2.79502 3.66864 1.53997  0.08
86 H 6.63920 2.45348 1.88064  0.01
87 H -0.52827 -1.39168 -0.10430  0.06
88 H -6.70544 2.13328 -3.01464  0.06
89 H 5.94699 -1.24650 -4.18783  0.08
90 H -2.89583 -1.64544 -4.81681  0.06
91 H 5.10665 1.21974 -4.47848  0.07
92 H 1.39745 0.54696 4.06260  0.06
93 H -3.62159 3.63489 1.45077  0.02
94 H 2.71884 -4.68297 0.89517  0.03
95 H 1.80232 -5.29937 4.82764  0.06
96 H -3.41398 7.70357 -1.13663  0.07
97 H 1.78337 -5.68897 3.07559  0.05
98 H 2.73582 -5.72591 -0.46291  0.06
99 H 1.92252 2.27331 -5.14708  0.01
100 H -5.29649 2.09224 -4.02899  0.06
101 H 0.49742 3.51550 -2.70479  0.07
102 H 2.76447 2.45989 -6.65314  0.04
103 H -5.59581 7.53679 0.24048  0.08
104 H 0.58562 4.41926 -5.50855  0.06
105 H -4.65897 6.73251 -1.82808  0.04
106 H -2.86212 -1.18509 -2.19322  0.01
107 H -1.59476 2.78119 3.61832  0.06
108 H 1.59709 2.30154 1.84731  0.05
109 H 0.53506 -0.00870 0.32320  0.00
110 H -2.74912 -4.12965 1.55214  0.05
111 H 2.58441 0.82017 5.43445  0.07
112 H 1.62690 -0.69610 5.30954  0.06
113 H -0.43354 -4.08587 3.21203  0.04
114 H 2.06323 3.91176 -3.38978  0.01
115 H 4.77601 1.92210 0.06024  0.00
116 H -3.59468 4.22519 3.11080  0.05
117 H 0.94583 4.46339 -7.13414  0.07
118 H -0.59577 -5.78251 3.57668  0.06
119 H 4.45067 -1.36325 3.69402  0.03
120 H -3.89432 2.62432 -1.74580  0.02
121 H 5.46722 3.04522 -1.02559  0.06
122 H -1.20038 3.49461 2.16530  0.05

Properties
HOMO (eV): -10.44
HOMO-LUMO gap (eV): 10.52
LUMO (eV): 0.079


Record 2
This record from OMol25 describes a cluster of 7 separate species, C34H63BrClN2O14P2S in total at a distorted geometry. The level of theory is ωB97M-V with the def2-TZVPD basis set.

Each line ends with the Löwdin charge.
CARTESIAN COORDINATES (ANGSTROEM)
1 Br 3.73589 2.56174 1.43788  0.72
2 Cl -0.57489 -3.15610 3.91576  0.15
3 S -2.64485 -1.84042 0.57413  0.73
4 P 0.21618 -3.64120 1.96309  0.60
5 P 3.16046 -2.34442 1.75447  0.97
6 O 4.36126 -2.56547 0.46430  -0.33
7 O 1.75458 -2.64880 -4.71983  0.03
8 O -5.10830 -5.48430 0.81447  0.03
9 O -1.93459 -1.10107 -3.21974  0.00
10 O -1.49513 5.35698 2.08916  -0.19
11 O -7.61189 -3.10053 -1.86413  0.05
12 O 0.73047 3.49717 0.23155  -0.24
13 O 0.88344 4.62715 5.04204  -0.26
14 O 3.91798 -1.41626 3.06285  -0.31
15 O -5.49242 -1.52576 -7.03477  0.05
16 O -2.50742 0.45329 -2.03602  -0.13
17 O -0.89925 -4.62461 1.05674  -0.40
18 O 5.78629 5.52024 4.84164  0.06
19 O 7.15072 1.30583 -0.25575  0.02
20 N 1.86145 -1.28376 1.07415  -0.20
21 N -1.43142 -0.13144 -2.62496  0.02
22 C -0.60584 -2.82382 -5.03444  -0.03
23 C 0.98148 2.48507 -0.79689  -0.18
24 C 9.37529 0.43843 -0.24613  -0.02
25 C -5.25691 -3.09948 -1.47005  -0.06
26 C 3.39617 0.08417 -2.21274  -0.12
27 C 0.38056 4.48252 6.42055  -0.25
28 C 2.13865 0.11311 0.48222  -0.03
29 C -6.28625 -3.81556 -3.71687  -0.01
30 C -6.48657 -3.31889 -2.31008  -0.50
31 C -0.63817 5.75251 6.77693  -0.10
32 C -5.85217 -6.46376 0.82947  -0.48
33 C 5.38676 4.40560 5.17459  -0.49
34 C -2.01052 1.09418 -0.77561  -0.12
35 C 0.82914 -3.12277 -5.37695  -0.49
36 C 8.14039 0.99900 0.40704  -0.47
37 C 4.24241 0.95080 -1.10823  -0.26
38 C -0.16837 4.22099 4.05143  -0.15
39 C -0.88060 -1.13955 0.54198  -0.39
40 C 0.44677 -1.89359 1.13754  -0.32
41 C 6.31518 3.39541 5.79378  -0.03
42 C -6.74456 0.48047 -6.70550  -0.02
43 C -0.38166 4.39404 -0.08709  -0.16
44 C 3.66960 0.77543 0.45355  -0.56
45 C -7.10496 -6.50644 -0.00393  -0.01
46 C 3.95069 3.99934 4.97830  -0.04
47 C -5.54987 -0.41436 -6.51095  -0.49
48 C -4.42828 0.10299 -5.65058  -0.03
49 C -0.70010 0.33871 -0.14346  -0.03
50 C -1.49107 4.23644 1.13357  -0.17
51 C 1.08814 -4.02418 -6.55435  -0.03
52 C 8.16301 1.16948 1.90247  -0.02
53 C -5.54474 -7.66560 1.68207  -0.02
54 C 0.84793 0.96561 -0.13773  0.07
55 C -0.27685 5.39539 2.91235  -0.15
56 H -4.61714 -2.34676 -1.93737  0.06
57 H 4.47025 0.11067 0.99620  0.08
58 H 4.06053 -3.42685 0.00554  0.09
59 H -1.09163 -2.32204 -5.87504  0.09
60 H 3.49548 3.76538 5.94403  0.08
61 H -1.85780 2.22499 -1.03569  0.12
62 H 0.67782 -3.57587 -7.46277  0.09
63 H -5.55392 -2.74053 -0.47885  0.08
64 H 2.07282 2.70016 -1.22336  0.13
65 H -4.01717 1.01709 -6.08622  0.09
66 H 10.22647 1.09786 -0.05894  0.09
67 H -0.83139 4.29466 -1.16032  0.13
68 H -7.21366 0.68901 -5.74078  0.09
69 H 0.73096 5.37242 2.30135  0.14
70 H -7.47426 -0.02303 -7.34857  0.09
71 H -0.64043 -2.16111 -4.16314  0.04
72 H 4.31730 2.11020 -1.37418  0.12
73 H -0.20811 3.45561 6.54711  0.13
74 H 0.26173 2.49971 -1.71691  0.13
75 H -0.78779 5.90937 7.92742  0.08
76 H 6.36683 2.50348 5.16443  0.07
77 H 0.25883 3.22600 3.55755  0.13
78 H 2.16826 -4.15139 -6.68337  0.08
79 H -6.34889 -7.82390 2.40492  0.09
80 H -6.43668 1.41149 -7.18821  0.09
81 H -7.26057 -3.92793 -4.20429  0.09
82 H -0.28736 6.45046 3.46882  0.15
83 H -3.45951 -0.84746 1.19724  -0.06
84 H -7.19811 -5.57175 -0.56715  0.07
85 H 4.86958 -1.71473 3.18612  0.08
86 H -7.97867 -6.61299 0.64382  0.09
87 H -1.69598 -4.75443 1.68070  0.07
88 H -5.78933 -4.78889 -3.69998  0.09
89 H -2.56266 4.07009 0.63572  0.14
90 H -1.22517 3.20725 1.66774  0.13
91 H 8.96022 1.86155 2.18546  0.09
92 H -3.63369 -0.64904 -5.59939  0.07
93 H -5.42240 -8.54841 1.04941  0.09
94 H 9.57779 -0.56353 0.14036  0.09
95 H 7.31887 3.82635 5.87402  0.09
96 H 5.96541 3.13456 6.79578  0.09
97 H 3.39830 4.82766 4.52198  0.08
98 H -4.79415 0.29461 -4.63880  0.08
99 H 3.14932 -1.01383 -1.87697  0.08
100 H 3.89690 3.13430 4.31268  0.03
101 H 9.21511 0.37123 -1.32750  0.09
102 H 1.24768 4.48912 7.22516  0.13
103 H 2.43594 0.71003 -2.51984  0.08
104 H -4.71416 -4.04081 -1.35299  0.08
105 H 0.63912 -5.00466 -6.37753  0.09
106 H 5.35507 0.53268 -1.12284  0.10
107 H -2.92848 1.01793 -0.02088  0.14
108 H -4.61114 -7.49383 2.22833  0.08
109 H -1.66165 5.49958 6.22964  0.08
110 H -1.15590 4.01527 4.64668  0.13
111 H -0.20543 6.72960 6.26143  0.09
112 H -5.69231 -3.09484 -4.28435  0.08
113 H 0.01428 5.51712 -0.00275  0.15
114 H 7.20514 1.58341 2.23510  0.07
115 H -1.13033 -3.75083 -4.78979  0.09
116 H 4.06723 -0.02409 -3.19236  0.11
117 H -7.05218 -7.33750 -0.71169  0.09
118 H 8.31154 0.20016 2.38476  0.09

Properties
HOMO (eV): -10.98
HOMO-LUMO gap (eV): 5.81
LUMO (eV): -5.171
Net charge: +1